1.
This record from the OMol25 dataset describes H2N2 in the gas phase in a non-equilibrium geometry. The level of theory is ωB97M-V with the def2-TZVPD basis set.

Structure (XYZ):
```
4
Properties=species:S:1:pos:R:3
N 0.71 -0.44 0.01
N -0.57 -0.44 -0.02
H 1.03 0.55 -0.07
H -1.17 0.34 0.08
```

HOMO level = -0.3503 Ha
Kohn-Sham gap = 10.0 eV
2S+1 = 1
structure (SMILES) = [H]/N=N\[H]

2.
This record from the OMol25 dataset describes a 2-piece molecular cluster, H2N2O2 overall in a non-equilibrium geometry. The level of theory is ωB97M-V with the def2-TZVPD basis set.

Structure (XYZ):
```
6
Properties=species:S:1:pos:R:3
H 1.09 -0.99 1.09
N 0.27 -1.42 0.75
O 0.56 -2.78 0.83
O -0.46 2.57 -0.23
H -0.92 0.64 -0.12
N -0.13 1.25 0.13
```

HOMO level (alpha / beta) = 0.0888 / 0.0866 Ha
Kohn-Sham gap (alpha / beta) = 5.8 / 5.9 eV
net charge = -2
2S+1 = 1

3.
This record from the OMol25 dataset describes a 2-piece molecular cluster, H2N2O2 overall in a non-equilibrium geometry. The level of theory is ωB97M-V with the def2-TZVPD basis set.

Structure (XYZ):
```
6
Properties=species:S:1:pos:R:3
H 0.84 -0.48 1.41
N 0.92 0.54 0.97
O -2.10 -0.40 -1.60
O 1.82 1.12 1.87
H -1.12 -0.89 0.08
N -1.03 -0.15 -0.74
```

HOMO level (alpha / beta) = 0.0880 / 0.0900 Ha
Kohn-Sham gap (alpha / beta) = 5.8 / 5.7 eV
net charge = -2
2S+1 = 1

4.
This record from the OMol25 dataset describes a 2-piece molecular cluster, H2N2O2 overall in a non-equilibrium geometry. The level of theory is ωB97M-V with the def2-TZVPD basis set.

Structure (XYZ):
```
6
Properties=species:S:1:pos:R:3
N 0.37 -1.23 1.24
H 1.31 0.39 -1.99
O 0.44 -0.10 -1.94
O -0.58 -1.02 2.07
H -1.19 -0.30 1.79
N -0.28 0.26 -0.96
```

HOMO level = -0.3059 Ha
Kohn-Sham gap = 8.0 eV
2S+1 = 1

5.
This record from the OMol25 dataset describes H2N2O2S in the gas phase in a non-equilibrium geometry. The level of theory is ωB97M-V with the def2-TZVPD basis set.

Structure (XYZ):
```
7
Properties=species:S:1:pos:R:3
H 1.19 -1.38 0.15
O 1.86 0.39 0.16
O -2.80 0.61 -0.10
H 1.29 1.17 0.10
N -0.43 0.10 -0.06
S -1.87 -0.45 0.02
N 0.76 -0.44 -0.27
```

HOMO level (alpha / beta) = -0.3268 / -0.3268 Ha
Kohn-Sham gap (alpha / beta) = 8.4 / 8.4 eV
2S+1 = 1

6.
This record from the OMol25 dataset describes H2N2O2S in the gas phase in a non-equilibrium geometry. The level of theory is ωB97M-V with the def2-TZVPD basis set.

Structure (XYZ):
```
7
Properties=species:S:1:pos:R:3
H -0.19 0.48 0.92
O -2.72 1.32 -0.45
H -0.61 0.98 -0.68
S -1.90 -1.01 0.10
O -4.13 -0.21 0.22
N -3.06 0.23 -0.12
N -0.22 0.23 -0.09
```

HOMO level = -0.3839 Ha
Kohn-Sham gap = 9.8 eV
2S+1 = 1
structure (SMILES) = NS[N+](=O)[O-]

7.
This record from the OMol25 dataset describes H2N2O2S in the gas phase in a non-equilibrium geometry. The level of theory is ωB97M-V with the def2-TZVPD basis set.

Structure (XYZ):
```
7
Properties=species:S:1:pos:R:3
S -1.09 1.55 0.74
N -0.49 -0.03 -0.56
O 1.14 -1.20 -1.11
O 0.77 -0.75 1.01
H -0.39 0.92 1.59
H -0.41 0.27 -1.51
N 0.47 -0.76 -0.16
```

HOMO level = -0.3835 Ha
Kohn-Sham gap = 8.5 eV
2S+1 = 1
structure (SMILES) = O=[N+]([O-])NS

8.
This record from the OMol25 dataset describes a 2-piece molecular cluster, H2N2O2S overall in a non-equilibrium geometry. The level of theory is ωB97M-V with the def2-TZVPD basis set.

Structure (XYZ):
```
7
Properties=species:S:1:pos:R:3
O -0.15 1.63 1.38
H 1.05 -1.55 0.60
N -0.81 -0.63 0.16
N 0.53 -0.64 0.58
O 0.12 1.36 -1.05
H -0.68 -0.97 -1.87
S -0.07 0.80 0.20
```

HOMO level (alpha / beta) = -0.3742 / -0.3659 Ha
Kohn-Sham gap (alpha / beta) = 9.2 / 9.4 eV
2S+1 = 1

9.
This record from the OMol25 dataset describes H2N2O2S in the gas phase in a non-equilibrium geometry. The level of theory is ωB97M-V with the def2-TZVPD basis set.

Structure (XYZ):
```
7
Properties=species:S:1:pos:R:3
N -1.15 -0.03 0.02
H 0.64 1.41 -0.66
O -1.21 -1.14 0.42
N 0.51 0.60 -0.06
O -1.87 0.86 -0.21
H 1.51 -1.09 0.88
S 1.57 -0.61 -0.38
```

HOMO level (alpha / beta) = -0.3326 / -0.3326 Ha
Kohn-Sham gap (alpha / beta) = 9.3 / 9.3 eV
2S+1 = 1
structure (SMILES) = O=[N+]([O-])NS

10.
This record from the OMol25 dataset describes H2N2O3 in the gas phase in a non-equilibrium geometry. The level of theory is ωB97M-V with the def2-TZVPD basis set.

Structure (XYZ):
```
7
Properties=species:S:1:pos:R:3
O -1.53 -0.52 0.12
N 0.50 -0.06 -0.34
N -0.62 0.42 0.05
O 1.40 1.00 -0.09
H 0.53 1.61 0.15
O 0.93 -1.22 -0.49
H -1.21 -1.23 0.60
```

HOMO level = -0.3789 Ha
Kohn-Sham gap = 10.3 eV
2S+1 = 1
structure (SMILES) = [O-]/[N+](O)=N\O

11.
This record from the OMol25 dataset describes a 2-piece molecular cluster, H2N2O3S overall in a non-equilibrium geometry. The level of theory is ωB97M-V with the def2-TZVPD basis set.

Structure (XYZ):
```
8
Properties=species:S:1:pos:R:3
N 0.13 0.31 -0.26
S 3.83 0.02 0.34
O 3.74 -0.12 -1.06
O 2.60 -0.48 0.94
H 1.11 -0.07 0.19
H -0.50 -0.28 -0.86
N -0.20 1.58 -0.28
O 0.59 2.41 0.28
```

HOMO level = -0.3351 Ha
Kohn-Sham gap = 7.1 eV
2S+1 = 1

12.
This record from the OMol25 dataset describes H2N2O3S in the gas phase in a non-equilibrium geometry. The level of theory is ωB97M-V with the def2-TZVPD basis set.

Structure (XYZ):
```
8
Properties=species:S:1:pos:R:3
H 0.67 1.52 -0.54
H 0.56 0.31 -1.65
N 1.05 0.62 -0.80
O 1.02 -1.68 0.06
S 0.89 -0.34 0.54
O -1.60 -0.89 1.61
O -1.52 0.66 -0.01
N -1.08 -0.20 0.79
```

HOMO level = -0.3657 Ha
Kohn-Sham gap = 9.8 eV
2S+1 = 1

13.
This record from the OMol25 dataset describes a 2-piece molecular cluster, H2N2O3S overall in a non-equilibrium geometry. The level of theory is ωB97M-V with the def2-TZVPD basis set.

Structure (XYZ):
```
8
Properties=species:S:1:pos:R:3
S -2.14 0.17 -0.70
N 1.72 0.04 0.04
O 2.88 -0.28 0.02
O 0.87 -0.85 -0.22
N -1.20 -0.03 0.49
H -0.46 0.70 0.57
O 1.30 1.16 0.29
H -2.97 -0.90 -0.48
```

HOMO level (alpha / beta) = -0.3399 / -0.3619 Ha
Kohn-Sham gap (alpha / beta) = 6.1 / 7.0 eV
2S+1 = 1

14.
This record from the OMol25 dataset describes a 2-piece molecular cluster, H2N2O3S2 overall in a non-equilibrium geometry. The level of theory is ωB97M-V with the def2-TZVPD basis set.

Structure (XYZ):
```
9
Properties=species:S:1:pos:R:3
S -1.41 -0.60 -0.21
O -0.71 0.58 -1.20
N 2.25 0.16 -0.06
S -0.22 1.46 0.15
H 2.80 0.93 0.38
N -1.09 0.51 1.03
H 1.84 -0.55 0.59
O -0.69 -1.82 -0.10
O -2.78 -0.67 -0.57
```

HOMO level (alpha / beta) = -0.4128 / -0.3564 Ha
Kohn-Sham gap (alpha / beta) = 9.2 / 8.5 eV
2S+1 = 1

15.
This record from the OMol25 dataset describes H2N2O4S in the gas phase in a non-equilibrium geometry. The level of theory is ωB97M-V with the def2-TZVPD basis set.

Structure (XYZ):
```
9
Properties=species:S:1:pos:R:3
O -1.61 -1.85 -0.08
H 0.30 0.17 -1.25
O -3.50 -0.67 0.08
S -1.46 0.88 -0.10
N -2.32 -0.90 -0.01
O -1.72 1.53 1.10
N 0.03 0.37 -0.20
O -2.07 1.41 -1.31
H 0.60 0.17 0.55
```

HOMO level = -0.3863 Ha
Kohn-Sham gap = 10.6 eV
2S+1 = 1
structure (SMILES) = NS(=O)(=O)[N+](=O)[O-]

16.
This record from the OMol25 dataset describes a 2-piece molecular cluster, H2N2O4S2 overall in a non-equilibrium geometry. The level of theory is ωB97M-V with the def2-TZVPD basis set.

Structure (XYZ):
```
10
Properties=species:S:1:pos:R:3
S -2.18 1.00 0.50
N -0.61 0.09 0.32
H 0.12 0.73 0.40
S 3.52 0.31 0.17
O -3.13 -0.12 0.71
H -0.56 -0.78 -0.16
N 2.15 0.08 0.64
O -2.44 1.63 -0.87
O 4.13 1.67 0.45
O 4.45 -0.65 -0.47
```

HOMO level = -0.0234 Ha
Kohn-Sham gap = 6.6 eV
net charge = -2
2S+1 = 1

17.
This record from the OMol25 dataset describes an isolated ion of composition H2N3O7S2 and charge -1 in a non-equilibrium geometry. The level of theory is ωB97M-V with the def2-TZVPD basis set.

Structure (XYZ):
```
14
Properties=species:S:1:pos:R:3
S 0.02 -0.92 -0.17
H 0.27 -0.01 1.93
O 0.62 -2.19 -0.22
O 2.25 -0.35 1.04
N -2.18 -0.15 -1.17
N -0.41 -0.36 1.32
S 1.93 0.81 0.26
O -1.83 1.00 -0.90
O -3.08 -0.47 -1.93
H -1.10 0.40 1.19
N -1.37 -1.13 -0.87
O 2.91 1.31 -0.71
O 1.27 1.84 1.04
O 0.70 0.23 -0.82
```

HOMO level (alpha / beta) = -0.1160 / -0.2533 Ha
Kohn-Sham gap (alpha / beta) = 6.8 / 7.0 eV
net charge = -1
2S+1 = 3

18.
This record from the OMol25 dataset describes H2N4 as an isolated structure in a non-equilibrium geometry. The level of theory is ωB97M-V with the def2-TZVPD basis set.

Structure (XYZ):
```
6
Properties=species:S:1:pos:R:3
N -0.17 0.65 0.16
N -0.26 -0.73 0.21
H -0.94 -1.14 -0.55
H -0.85 1.37 0.00
N 1.13 0.58 0.09
N 1.09 -0.72 0.09
```

HOMO level = -0.3673 Ha
Kohn-Sham gap = 10.9 eV
2S+1 = 1

19.
This record from the OMol25 dataset describes a 2-piece molecular cluster, H2N4O overall in a non-equilibrium geometry. The level of theory is ωB97M-V with the def2-TZVPD basis set.

Structure (XYZ):
```
7
Properties=species:S:1:pos:R:3
N -0.09 0.82 -1.19
N 0.05 0.03 -0.29
H -0.27 -1.01 -0.38
N -1.18 3.28 -1.40
N -1.08 2.53 -0.58
H 0.44 0.39 0.60
O -1.48 4.05 -2.24
```

HOMO level = -0.2945 Ha
Kohn-Sham gap = 8.8 eV
2S+1 = 1

20.
This record from the OMol25 dataset describes H2N4O2 in the gas phase in a non-equilibrium geometry. The level of theory is ωB97M-V with the def2-TZVPD basis set.

Structure (XYZ):
```
8
Properties=species:S:1:pos:R:3
N 1.06 1.25 -0.13
H 1.44 1.72 -0.97
O -1.52 -1.16 0.09
H -1.67 -1.64 0.94
N -0.13 1.35 -0.25
N -2.39 1.05 0.24
O -2.57 -0.44 -0.39
N -1.23 1.36 0.16
```

HOMO level = -0.3486 Ha
Kohn-Sham gap = 9.6 eV
2S+1 = 1
structure (SMILES) = [H]/N=N/N=N\OO

It is found that the ΔE to the lowest compared entry with this formula, charge and spin values, taken in the order of the records, are 9.60 87.15 98.57 161.53 50.86 56.19 74.63 120.75 58.20 31.26 17.90 35.36 109.96 65.39 40.64 19.08 7.99 78.23 82.99 148.84 kcal/mol.